Record 1
C18H33N4PdSSi as an isolated structure. Source: the Open Molecules 2025 dataset; level of theory: ωB97M-V/def2-TZVPD.

Each line ends with the natural charge from an NBO analysis.
Cartesian coordinates (Å):
Pd: -0.1444 -0.3211 0.3109  0.6063
C: -2.9685 -0.3064 1.9635  -0.4249
N: -1.8131 -1.2100 1.8930  -0.4874
C: -2.2879 -2.5707 1.6314  -0.4212
C: -1.0503 -1.2109 3.1454  -0.2419
C: -0.2749 0.0697 3.3548  -0.2418
N: 0.7105 0.3243 2.2854  -0.4386
C: 1.9493 -0.4504 2.4899  -0.4279
C: 1.0257 1.7639 2.2192  -0.4222
H: -3.6497 -0.5896 2.7756  0.1876
H: -3.5135 -0.3477 1.0240  0.2150
H: -2.6483 0.7213 2.1176  0.2071
H: -2.9350 -2.9318 2.4403  0.1927
H: -1.4321 -3.2386 1.5432  0.2025
H: -2.8631 -2.5816 0.7044  0.2036
H: -0.3582 -2.0524 3.1048  0.2130
H: -1.7131 -1.3722 4.0055  0.2015
H: 0.2358 0.0228 4.3220  0.2127
H: -0.9530 0.9198 3.3922  0.2137
H: 2.4637 -0.1265 3.4010  0.1984
H: 2.6097 -0.3052 1.6389  0.2233
H: 1.7228 -1.5114 2.5713  0.2146
H: 1.3493 2.1305 3.2002  0.1984
H: 0.1527 2.3261 1.8966  0.2227
H: 1.8228 1.9327 1.5008  0.2215
C: 1.4523 -2.5979 -3.3038  -0.4074
N: 0.2874 -3.2082 -2.6611  -0.3296
C: -0.6820 -3.9443 -3.3297  -0.0619
C: -1.5237 -4.4313 -2.4032  -0.0556
N: -1.0486 -3.9766 -1.1870  -0.5090
C: 0.0604 -3.2289 -1.3336  0.2729
S: 0.9969 -2.5417 -0.0680  -0.3053
H: 1.1976 -2.3552 -4.3312  0.2256
H: 2.2941 -3.2861 -3.2847  0.2281
H: 1.7209 -1.6981 -2.7744  0.2399
H: -0.6823 -4.0531 -4.4022  0.2485
H: -2.4088 -5.0387 -2.5001  0.2487
H: -1.4286 -4.1963 -0.2826  0.4403
C: 0.0206 0.7786 -3.0826  -1.1296
Si: 0.7852 1.0620 -1.3965  1.1988
C: 2.6288 0.7409 -1.4628  -1.1537
C: 0.5025 2.8518 -0.9572  -0.4239
C: -0.8083 3.3262 -0.8229  -0.2407
C: -1.0666 4.6529 -0.5052  -0.2015
C: -0.0105 5.5368 -0.3106  -0.2015
C: 1.2981 5.0881 -0.4404  -0.2059
C: 1.5516 3.7565 -0.7592  -0.2371
H: 0.7792 0.9664 -3.8519  0.2427
H: -0.8049 1.4792 -3.2389  0.2526
H: -0.3703 -0.2347 -3.2191  0.2249
H: 3.0201 0.8913 -2.4765  0.2449
H: 2.8662 -0.2740 -1.1391  0.2458
H: 3.1711 1.4194 -0.7947  0.2392
H: -1.6461 2.6462 -0.9722  0.2067
H: -2.0891 5.0011 -0.4125  0.2187
H: -0.2079 6.5744 -0.0649  0.2232
H: 2.1242 5.7763 -0.2985  0.2220
H: 2.5833 3.4325 -0.8646  0.2102

Computed properties:
energy relative to the best compared isomer or geometry (same formula, charge and spin)	50.6	kJ/mol
highest occupied orbital energy (spin up / spin down)	-9.564 / -11.042	eV
E	-47349.270	eV
spin multiplicity	3
charge	+1


Record 2
A 2-piece molecular cluster, C5H15N2O overall at a distorted geometry. Source: the Open Molecules 2025 dataset; level of theory: ωB97M-V/def2-TZVPD.

Each line ends with the natural charge from an NBO analysis.
Cartesian coordinates (Å):
C: 1.2945 2.3688 -0.4228  -0.2385
C: 1.9209 1.0901 0.2399  -0.4425
C: 0.8099 0.0150 0.3962  -0.0990
C: 0.7885 -0.6256 1.5955  0.0342
N: -0.0352 -1.8559 1.6288  -0.8452
C: 0.0443 -0.4449 -0.9401  -0.7033
N: 0.9227 2.0252 -1.8385  -0.6743
H: 1.9764 3.2222 -0.3446  0.2414
H: 0.3244 2.6153 0.1077  0.2331
H: 2.4243 1.3258 1.1045  0.2426
H: 2.7196 0.5159 -0.3708  0.2194
H: 1.2363 -0.3709 2.4871  0.2168
H: -0.7581 -1.8548 2.4625  0.4012
H: -0.4279 -2.2277 0.6769  0.3760
H: -0.4664 -1.4003 -0.5095  0.2423
H: 0.7461 -0.7859 -1.7182  0.2246
H: -0.8293 0.1915 -1.1870  0.2203
H: 1.3880 2.7428 -2.3647  0.4515
H: -0.1250 2.1602 -1.8826  0.4516
H: 1.0679 1.1062 -2.0799  0.4476
H: -5.1484 -2.9905 1.6941  0.4692
H: -4.8745 -3.8538 0.4950  0.4694
O: -4.9989 -2.9687 0.7705  -0.9384

Computed properties:
energy relative to the best compared isomer or geometry (same formula, charge and spin)	353.1	kJ/mol
highest occupied orbital energy	-11.625	eV
E	-10446.901	eV
spin multiplicity	1
charge	+1


Record 3
C29H21Cl7N6O2STi as an isolated structure. Source: the Open Molecules 2025 dataset; level of theory: ωB97M-V/def2-TZVPD.

Each line ends with the natural charge from an NBO analysis.
Cartesian coordinates (Å):
Ti: 0.5030 0.2962 -0.3407  1.6900
C: -5.3046 -2.0681 2.8761  -0.6202
C: -4.7469 -2.1263 1.4622  -0.2194
N: -3.9324 -0.9804 1.1290  -0.6120
C: -2.6423 -0.7946 1.5203  0.2724
S: -1.7442 -2.0705 2.1660  -0.3805
N: -2.2762 0.4894 1.3651  -0.4581
N: -0.9670 0.7641 1.3446  -0.2268
C: -0.6226 1.8845 1.9227  0.1729
C: -1.5754 2.7111 2.7208  -0.6754
C: 0.7924 2.2648 1.8445  0.1954
C: 1.3065 3.3851 2.5035  -0.2357
C: 2.6681 3.6062 2.4742  -0.1309
C: 3.4952 2.7253 1.7851  -0.2610
C: 2.9099 1.6757 1.1093  0.1054
N: 1.5956 1.4590 1.1427  -0.4848
H: -5.9500 -2.9240 3.0721  0.2063
H: -4.4936 -2.0752 3.6036  0.2256
H: -5.8931 -1.1611 3.0218  0.1986
H: -4.1432 -3.0245 1.3256  0.2220
H: -5.5641 -2.1639 0.7358  0.1879
H: -4.3739 -0.1516 0.7628  0.3987
H: -2.4705 2.1345 2.9333  0.2674
H: -1.1232 3.0365 3.6579  0.2157
H: -1.8784 3.6067 2.1707  0.2338
H: 0.6454 4.0578 3.0265  0.2333
H: 3.0860 4.4646 2.9826  0.2260
H: 4.5645 2.8660 1.7385  0.2327
H: 3.4900 0.9964 0.4956  0.2245
C: 2.0120 -2.1576 3.1545  -0.2642
C: 2.8798 -3.0555 2.5577  -0.1305
C: 3.0167 -3.0513 1.1814  -0.2529
C: 2.2766 -2.1468 0.4268  0.2213
N: 1.4326 -1.2783 1.0157  -0.4992
C: 1.3081 -1.2881 2.3444  0.1177
C: 2.3185 -2.0569 -1.0488  -0.0602
C: 3.0921 -2.9136 -1.8393  -0.1995
C: 3.0384 -2.8147 -3.2158  -0.2202
C: 2.2155 -1.8578 -3.8087  -0.1952
C: 1.4697 -0.9988 -3.0212  -0.2186
C: 1.5112 -1.0847 -1.6295  -0.2694
H: 1.8611 -2.1314 4.2234  0.2292
H: 3.4472 -3.7558 3.1560  0.2212
H: 3.6855 -3.7406 0.6910  0.2214
H: 0.6104 -0.5723 2.7574  0.2352
H: 3.7301 -3.6610 -1.3892  0.2034
H: 3.6337 -3.4774 -3.8291  0.2143
H: 2.1730 -1.7781 -4.8876  0.2142
H: 0.8542 -0.2441 -3.5039  0.2158
Cl: 1.4789 5.0348 -5.0802  0.0421
C: 0.7499 3.9238 -3.9818  -0.0953
C: -0.6379 3.7843 -3.9441  -0.1001
Cl: -1.6328 4.7191 -4.9965  0.0423
C: -1.2343 2.8879 -3.0561  -0.1110
Cl: -2.9393 2.6662 -2.9696  0.0432
C: -0.4236 2.1433 -2.2125  0.2781
O: -0.8478 1.2600 -1.3104  -0.7158
C: 0.9629 2.2746 -2.2583  0.2297
O: 1.5987 1.4918 -1.3961  -0.7056
C: 1.5612 3.1664 -3.1370  -0.0987
Cl: 3.2789 3.2966 -3.1390  0.0382
Cl: -2.0326 -2.6497 -3.9626  0.0918
C: -2.5654 -2.8133 -2.2887  -0.2198
Cl: -2.3493 -4.4624 -1.7058  0.0990
Cl: -4.2338 -2.2934 -2.1013  0.1001
C: -1.6865 -1.9380 -1.4910  0.3804
N: -0.9688 -1.3108 -0.8562  -0.2859

Computed properties:
highest occupied orbital energy	-7.329	eV
E	-165059.071	eV
spin multiplicity	1
charge	0